Record 1
ORCA calculation (the ωB97M-V functional and the def2-TZVPD basis) on C41H58BrMnN2O4 as an isolated structure.

Properties
Energy relative to the best compared isomer or geometry (same formula, charge and spin): 11.3 kJ/mol
Lowest unoccupied orbital energy (alpha / beta): 0.091 / 0.091 Ha
Highest occupied orbital energy (alpha / beta): -4.498 / -4.685 eV
Energy: -5732.83665 hartree
Total charge: -1
Multiplicity: 6

Structure (XYZ):
```
107
Properties=species:S:1:pos:R:3:forces:R:3
Mn 1.245919 0.419165 0.004877 -0.60 -0.22 0.01
C -0.585074 3.053615 0.660211 0.02 0.01 -0.06
N -0.891463 1.895549 -0.171280 0.03 -0.11 0.19
C -1.370674 2.336861 -1.477467 0.15 -0.05 0.04
C -1.898883 1.063862 0.495291 -0.02 -0.11 -0.05
C -2.006915 -0.348579 -0.080024 0.03 0.08 0.04
N -0.756091 -1.104111 -0.005389 0.07 0.09 -0.02
C -0.646857 -1.946173 1.197288 -0.07 0.02 0.05
C -0.822221 -1.282907 2.534408 -0.03 0.01 -0.08
C -1.802778 -1.717999 3.400059 -0.06 0.03 0.02
C -1.938957 -1.185572 4.683444 0.05 -0.01 -0.02
C -0.999924 -0.233292 5.055430 0.01 0.01 -0.03
C 0.025942 0.235288 4.227200 0.03 0.01 0.10
C 0.092095 -0.257098 2.900764 -0.21 0.07 -0.07
O 0.906748 0.192897 2.000115 0.40 0.22 -0.04
C 1.014040 1.249628 4.837443 -0.03 0.01 0.00
C 2.194774 1.631460 3.935320 0.01 0.02 -0.01
C 1.624495 0.649294 6.118001 -0.02 -0.03 -0.02
C 0.267051 2.541230 5.210987 0.01 -0.03 -0.02
C -3.051923 -1.678626 5.606809 0.00 -0.02 0.00
C -4.418228 -1.463741 4.939394 0.00 0.01 -0.01
C -2.865029 -3.177261 5.889070 0.00 0.01 0.00
C -3.059886 -0.941614 6.946555 -0.01 0.00 0.00
C -0.558544 -1.991420 -1.164779 -0.05 0.05 -0.09
C -0.701121 -1.360785 -2.520895 -0.01 -0.03 0.02
C -1.626873 -1.855830 -3.423230 -0.01 0.00 0.00
C -1.710408 -1.383073 -4.728682 0.00 0.00 -0.02
C -0.777295 -0.416903 -5.101536 0.01 0.04 0.05
C 0.176407 0.117907 -4.236896 -0.02 0.02 -0.12
C 0.183853 -0.316446 -2.883990 0.03 0.03 0.19
O 0.970110 0.204282 -1.988931 0.36 -0.03 -0.34
C 1.235695 1.111883 -4.731608 -0.03 0.00 0.00
C 2.633508 0.509317 -4.517383 0.00 -0.03 0.05
C 1.091287 1.421332 -6.224343 0.00 -0.03 0.00
C 1.144162 2.445016 -3.976385 0.02 0.00 -0.01
C -2.759695 -1.949641 -5.687265 0.03 0.00 -0.01
C -2.725363 -1.260667 -7.052396 0.00 0.01 0.00
C -2.509720 -3.449728 -5.906727 0.02 0.01 0.02
C -4.164064 -1.759334 -5.097193 -0.01 0.02 0.02
H -1.472499 3.684753 0.825166 -0.02 0.02 0.02
H 0.186246 3.656894 0.178755 -0.01 -0.02 0.01
H -0.208025 2.710858 1.621002 0.05 -0.01 0.11
H -2.317322 2.893215 -1.382545 -0.02 0.00 0.03
H -1.523031 1.489087 -2.142574 0.01 -0.01 -0.01
H -0.629494 2.988570 -1.936498 -0.01 -0.04 0.02
H -2.885649 1.549745 0.409499 -0.06 -0.03 0.04
H -1.658037 1.008843 1.553126 0.09 -0.01 0.09
H -2.298931 -0.278099 -1.128039 -0.01 -0.04 -0.01
H -2.815792 -0.878819 0.446294 0.00 0.04 -0.01
H 0.348558 -2.400419 1.163316 0.02 0.00 -0.03
H -1.381661 -2.765678 1.124411 0.00 -0.03 0.00
H -2.482800 -2.493999 3.055872 0.02 0.01 0.01
H -1.063425 0.182813 6.053017 0.03 0.01 -0.01
H 2.762303 0.755372 3.621272 -0.02 0.03 0.00
H 2.857674 2.293355 4.503081 0.00 -0.01 0.01
H 1.883740 2.149561 3.031149 -0.01 -0.01 0.00
H 2.136792 -0.287422 5.886264 0.00 0.03 0.02
H 0.872613 0.443034 6.881561 -0.01 -0.01 -0.01
H 2.354385 1.343770 6.545024 -0.02 -0.01 -0.01
H -0.161785 3.007572 4.321614 0.00 0.00 -0.02
H 0.954262 3.257667 5.673446 -0.02 -0.03 -0.01
H -0.547092 2.347414 5.913155 0.02 0.01 -0.01
H -4.490616 -2.009091 3.996407 0.00 0.02 0.02
H -4.575596 -0.403639 4.726492 0.00 -0.03 0.00
H -5.224920 -1.809900 5.593690 0.02 0.00 -0.02
H -2.879818 -3.757389 4.964366 0.00 0.01 0.03
H -3.662352 -3.551027 6.540215 0.02 0.01 -0.02
H -1.904694 -3.353944 6.379116 -0.02 0.00 -0.01
H -3.197955 0.133733 6.809658 0.01 -0.03 0.01
H -2.130130 -1.102687 7.497251 -0.03 0.01 -0.01
H -3.883612 -1.312298 7.562275 0.01 0.01 0.00
H -1.254355 -2.845100 -1.103946 0.00 -0.01 0.01
H 0.454697 -2.394651 -1.071039 0.02 -0.03 0.02
H -2.297475 -2.643230 -3.086438 0.03 0.01 0.01
H -0.795057 -0.059607 -6.120026 0.02 0.01 -0.02
H 2.742520 -0.410898 -5.098025 0.00 0.02 0.01
H 2.797881 0.279617 -3.464859 -0.01 0.01 -0.03
H 3.401318 1.217024 -4.846182 -0.01 -0.02 0.00
H 1.190240 0.520958 -6.836225 -0.01 0.02 0.00
H 1.883076 2.114528 -6.519988 -0.02 -0.01 0.00
H 0.131734 1.893695 -6.452051 0.02 -0.01 0.00
H 1.312430 2.288736 -2.914281 0.00 0.01 0.04
H 0.160400 2.901556 -4.121062 0.03 -0.01 -0.02
H 1.903287 3.139444 -4.351423 -0.03 -0.02 -0.01
H -1.767496 -1.414870 -7.554633 -0.03 0.01 0.01
H -2.895907 -0.185279 -6.960041 0.01 -0.03 -0.01
H -3.510022 -1.674459 -7.691065 0.01 0.00 0.00
H -1.514359 -3.609204 -6.327954 -0.03 -0.01 0.00
H -3.250927 -3.870931 -6.594094 0.02 0.01 0.02
H -2.565409 -4.000669 -4.965771 0.00 0.01 -0.02
H -4.369316 -0.698018 -4.937393 0.00 -0.03 0.00
H -4.264557 -2.267465 -4.136143 0.00 0.02 -0.03
H -4.924147 -2.161688 -5.774698 0.02 0.01 0.02
Br 8.685495 -1.387459 -0.315154 -0.03 0.02 0.01
C 7.500237 0.087082 -0.083831 0.03 -0.08 -0.01
C 8.038277 1.350439 0.090399 -0.03 0.04 -0.01
C 7.173668 2.424296 0.254400 -0.01 0.00 0.02
C 5.800724 2.226481 0.242192 0.00 0.05 -0.03
C 5.281921 0.950706 0.070873 -0.02 0.02 0.02
C 6.135475 -0.132131 -0.093187 0.04 -0.05 0.03
C 3.789921 0.731301 0.063122 -0.09 0.05 -0.01
O 3.354584 -0.443350 0.058281 0.01 0.00 -0.05
O 3.040710 1.748413 0.057538 -0.06 -0.02 0.01
H 9.110319 1.490702 0.095348 0.00 0.00 0.00
H 7.582447 3.417682 0.392014 -0.02 0.00 0.00
H 5.104927 3.046305 0.359585 0.03 0.01 0.01
H 5.713328 -1.119609 -0.217303 0.01 0.01 -0.01
```
Forces are in eV/Å.

***

Record 2
ORCA calculation (the ωB97M-V functional and the def2-TZVPD basis) on C41H58CoN7O6S as an isolated structure.

Properties
Energy relative to the best compared isomer or geometry (same formula, charge and spin): 143.3 kJ/mol
Lowest unoccupied orbital energy (alpha / beta): -0.097 / -0.097 Ha
Highest occupied orbital energy (alpha / beta): -9.087 / -9.096 eV
Energy: -4212.70320 hartree
Total charge: +1
Multiplicity: 4

Structure (XYZ):
```
114
Properties=species:S:1:pos:R:3:forces:R:3
Co 0.127403 0.707832 0.090668 -1.45 0.55 -0.60
C -6.826691 0.839122 -0.158352 -0.08 -0.23 0.02
O -6.350129 2.147395 -0.372797 0.09 0.29 -0.02
C -5.030299 2.389279 -0.247396 0.41 -0.01 0.01
C -4.650141 3.737365 -0.439686 -0.01 0.31 0.03
C -3.341900 4.102895 -0.327748 -0.32 -0.10 -0.01
C -2.327976 3.156440 -0.096539 0.50 -0.71 -0.01
C -0.947824 3.521668 -0.076316 -0.85 0.46 -0.18
C -0.570495 4.976429 0.090374 0.16 -0.22 0.02
O -0.010191 2.711912 -0.223089 0.56 -0.11 0.04
C -2.697328 1.780979 0.101241 -0.42 0.65 -0.33
O -1.867766 0.847204 0.341975 0.40 -0.69 0.05
C -4.073986 1.445350 0.035328 -0.25 -0.12 -0.03
H -7.901084 0.893422 -0.322136 0.06 -0.08 0.05
H -6.625212 0.502638 0.863446 0.01 0.03 -0.06
H -6.387087 0.130808 -0.867594 0.00 0.04 0.03
H -5.421026 4.455340 -0.661156 -0.11 0.14 0.00
H -3.068941 5.138050 -0.452961 -0.04 0.17 -0.06
H -1.161207 5.440485 0.875845 -0.07 0.08 -0.01
H -0.723676 5.518826 -0.841456 -0.06 0.08 -0.05
H 0.483683 5.025203 0.352719 0.04 0.00 0.00
H -4.313396 0.407006 0.202762 -0.07 -0.08 0.02
C 0.084612 -5.968368 2.732257 -0.05 0.08 -0.21
C -0.144134 -5.592200 1.266860 0.03 -0.20 0.07
C 1.018965 -6.150355 0.432609 -0.13 0.09 0.12
C -1.470872 -6.205841 0.796620 0.16 0.11 0.08
C -0.210246 -4.089855 1.077563 0.09 0.31 0.32
C -0.193314 -3.178548 2.137929 -0.13 -0.23 -0.34
C -0.205842 -1.824409 1.864676 -0.01 -0.01 0.04
N -0.252959 -1.326834 0.639446 0.12 -0.53 -0.50
C -0.328020 -2.173918 -0.398594 0.08 -0.60 1.28
C -0.282963 -3.554752 -0.201774 -0.12 0.49 -0.25
C -0.471817 -1.540414 -1.703819 0.04 0.65 -1.09
C -0.824447 -2.260405 -2.844636 0.13 0.02 0.44
C -0.980527 -1.639862 -4.070440 0.08 0.41 0.11
C -0.829823 -0.246171 -4.072606 -0.08 -0.36 0.08
C -0.478572 0.408005 -2.909251 -0.01 0.11 -0.13
N -0.251230 -0.209498 -1.752984 -0.38 -0.87 -0.01
C -1.309824 -2.410174 -5.333343 -0.11 -0.10 -0.19
C -0.231891 -2.116241 -6.389083 -0.11 0.00 0.16
C -2.683730 -1.952088 -5.836588 0.12 -0.03 0.06
C -1.362293 -3.923699 -5.100253 0.02 0.26 0.00
H 0.133380 -7.049524 2.828126 0.01 -0.12 0.00
H -0.730653 -5.617300 3.360040 -0.07 0.01 0.12
H 1.021453 -5.554474 3.100211 0.08 0.03 0.09
H 1.126952 -7.214589 0.622141 0.02 -0.14 0.00
H 1.951191 -5.656505 0.700153 0.12 0.01 0.02
H 0.853852 -6.015417 -0.632597 0.00 0.00 -0.14
H -1.435093 -7.287778 0.896118 -0.01 -0.12 0.01
H -1.671727 -5.963764 -0.243991 -0.05 0.00 -0.12
H -2.292807 -5.829521 1.401679 -0.13 0.00 0.03
H -0.180482 -3.501882 3.165592 0.06 -0.05 0.06
H -0.170359 -1.101219 2.667337 0.01 0.10 0.04
H -0.302691 -4.210412 -1.056893 0.00 -0.09 -0.05
H -0.990924 -3.317744 -2.753444 0.00 -0.15 0.00
H -0.987106 0.327888 -4.970262 0.00 0.11 -0.12
H -0.343373 1.480759 -2.906181 0.02 0.13 0.06
H -0.286905 -1.089465 -6.741647 0.03 0.13 -0.03
H -0.362064 -2.772764 -7.245810 -0.04 -0.04 -0.10
H 0.760641 -2.291971 -5.976813 0.12 -0.03 -0.01
H -2.707809 -0.880464 -6.012429 -0.03 0.13 -0.05
H -3.450532 -2.196675 -5.104980 -0.13 0.00 0.04
H -2.920637 -2.457973 -6.768156 -0.06 -0.05 -0.13
H -0.393149 -4.307701 -4.789629 0.10 -0.11 0.08
H -1.638542 -4.423160 -6.025590 0.00 -0.01 -0.09
H -2.110597 -4.186212 -4.355734 -0.06 -0.07 0.08
N 1.464387 0.578022 1.480193 1.43 0.28 0.90
C 2.436934 0.776958 2.077569 -1.32 -0.51 -0.37
N 3.442632 0.911576 2.873815 0.39 0.14 0.36
C 4.349250 2.045474 2.794463 0.58 0.47 -0.17
C 5.704260 1.565754 2.263961 -0.20 0.24 -0.03
O 6.201380 0.483565 3.019407 0.09 0.02 0.11
C 5.326811 -0.615894 2.986237 -0.26 -0.15 0.12
C 3.967688 -0.241070 3.589175 0.49 -0.49 0.11
H 4.468292 2.461781 3.799512 -0.03 -0.05 -0.05
H 3.910734 2.786319 2.126563 0.11 -0.02 0.15
H 6.452682 2.354691 2.344096 -0.12 0.03 -0.08
H 5.598520 1.266410 1.209662 0.00 0.05 0.05
H 5.805299 -1.407516 3.564077 -0.11 -0.02 -0.05
H 5.184125 -0.955268 1.947689 0.01 -0.01 0.09
H 4.100558 0.038352 4.639512 -0.06 -0.04 -0.08
H 3.262654 -1.069835 3.516480 0.02 0.05 0.03
C -2.545963 0.183683 4.669119 0.01 0.09 -0.07
C -1.262747 0.988454 4.678416 0.02 0.15 -0.73
S -1.071632 1.822447 3.013589 1.26 -0.41 1.58
O -2.231223 2.706889 2.870750 -0.99 0.54 -0.20
C 0.327858 2.933442 3.541693 -0.40 -0.27 -0.20
C -0.196150 4.061882 4.402136 -0.10 0.02 0.06
H -2.690210 -0.332849 5.616848 -0.01 0.00 0.03
H -2.531821 -0.555621 3.869567 -0.08 -0.09 -0.07
H -3.386757 0.854307 4.502901 -0.10 -0.05 -0.02
H -0.385806 0.352304 4.796311 0.16 -0.01 0.06
H -1.283485 1.744465 5.459934 0.10 0.12 -0.04
H 0.771084 3.297092 2.615369 0.02 -0.04 -0.13
H 1.054973 2.309745 4.054993 0.16 -0.12 0.01
H -1.188680 4.343311 4.046660 0.01 0.09 0.05
H 0.449074 4.935183 4.354334 0.10 0.04 -0.02
H -0.276452 3.760827 5.444252 -0.04 0.04 0.07
C 3.406444 4.934730 -1.131660 0.10 0.43 0.45
N 3.095336 3.635175 -1.676606 -0.27 -0.14 0.15
C 3.195762 3.376232 -2.986486 -0.09 -0.49 -0.28
C 2.940396 2.134391 -3.467129 -0.05 0.22 -0.03
C 2.552887 1.145764 -2.519310 0.45 0.18 0.02
N 2.361783 1.420955 -1.242068 -0.22 -0.57 -0.08
C 2.687005 2.639929 -0.755140 0.42 0.45 -0.35
O 2.704601 2.932323 0.424665 0.13 0.20 0.31
N 2.443148 -0.130988 -2.925899 0.07 0.04 0.01
H 3.503915 5.668226 -1.928477 -0.02 -0.09 -0.07
H 4.334036 4.897635 -0.556708 -0.04 0.01 -0.05
H 2.612085 5.232845 -0.447720 0.08 0.04 -0.10
H 3.510511 4.189916 -3.622998 -0.01 0.06 -0.02
H 3.024549 1.903299 -4.513724 0.08 0.02 -0.14
H 2.530009 -0.353989 -3.900662 -0.06 -0.10 0.06
H 2.091444 -0.813477 -2.278325 0.05 -0.07 -0.05
```
Forces are in eV/Å.